# 1
Density functional theory data (ωB97M-V/def2-TZVPD) for an isolated ion of composition C4H11N4 and charge +1 at a distorted geometry.

Kohn-Sham gap	6.934	eV
structure (SMILES)	[H]/N=C(/C=[NH2+])[C@@H](N)CN
maximum force	0.073	Eh/bohr
relative energy (zero: lowest compared OMol25 entry of this formula, charge and spin)	2.936	eV
energy	-377.71885	hartree
charge	+1

```
19
Properties=species:S:1:pos:R:3:forces:R:3:lowdin_charge:R:1
H -0.23233 -1.61081 -1.50077 1.40 -0.05 0.21 0.06
N -0.91683 -0.91843 -1.28798 -3.62 0.94 -0.10 0.25
C -0.74485 0.06076 -0.52652 2.26 -0.68 -1.12 -0.30
C -1.73481 1.09756 -0.14080 -2.08 -0.94 0.69 0.06
N -3.04489 1.02228 -0.28539 2.67 0.92 0.78 0.26
C 0.58076 0.46034 0.09028 0.97 -0.77 -0.12 -0.36
N 0.34677 0.47718 1.49922 -0.08 0.14 2.73 0.04
C 1.82120 -0.37908 -0.32161 2.38 -0.36 -1.10 -0.20
N 1.60414 -1.84868 -0.37713 -1.40 1.13 -0.08 -0.02
H -1.23116 1.86254 0.48958 -1.28 -0.09 -0.60 0.15
H -3.63230 1.70615 0.20410 0.12 -0.33 -0.57 0.16
H -3.46603 0.25754 -0.79845 0.00 -0.20 -0.07 0.15
H 0.64012 1.50618 -0.11133 0.98 0.77 -1.05 0.13
H 0.61606 1.33125 1.98291 -0.02 0.14 -0.56 0.10
H 0.83733 -0.19812 2.07973 -0.32 -0.60 -0.59 0.10
H 2.38116 -0.16700 -1.30925 -1.73 0.36 1.02 0.14
H 2.69672 -0.19668 0.35527 -1.12 0.43 0.17 0.12
H 0.97790 -2.17248 0.35898 0.76 -0.24 0.02 0.08
H 2.50103 -2.29049 -0.40086 0.12 -0.58 0.32 0.08
```
Forces are in eV/Å.

=====

# 2
Density functional theory data (ωB97M-V/def2-TZVPD) for a 12-piece molecular cluster, C62H65N7O29 overall at a distorted geometry.

Kohn-Sham gap	9.026	eV
structure (SMILES)	O=[N+]([O-])c1ccccc1.O=[N+]([O-])c1ccccc1.O=[N+]([O-])c1ccccc1.O=[N+]([O-])c1ccccc1.O=[N+]([O-])c1ccccc1.O=[N+]([O-])c1ccccc1.O=[N+]([O-])c1ccccc1.C[C@H]1COC(=O)O1.C[C@H]1COC(=O)O1.C[C@H]1COC(=O)O1.C[C@H]1COC(=O)O1.C[C@H]1COC(=O)O1
maximum force	0.068	Eh/bohr
relative energy (zero: lowest compared OMol25 entry of this formula, charge and spin)	0.000	eV
energy	-4966.22399	hartree

```
163
Properties=species:S:1:pos:R:3:forces:R:3:lowdin_charge:R:1
O -2.38098 7.17136 0.04415 -1.74 -0.87 0.08 0.11
N -1.22417 7.38765 0.15452 2.69 2.15 -0.15 -0.33
O -0.58454 8.10305 -0.63789 -0.27 -1.02 0.80 0.05
C -0.48420 6.90253 1.37364 -2.18 -1.08 -1.52 -0.17
C 0.66935 7.44519 1.75267 2.27 1.36 1.10 -0.04
C 1.36691 6.95740 2.85450 0.33 -1.52 0.09 -0.05
C 0.89845 5.78471 3.46564 0.17 0.56 0.35 -0.06
C -0.29802 5.26703 3.03394 -0.67 -2.08 0.88 -0.09
C -0.98355 5.77686 1.97043 -1.02 -0.33 -0.59 -0.02
H 1.10206 8.24256 1.20597 0.16 0.75 -0.50 0.12
H 2.36185 7.30983 3.10390 -0.24 0.35 -0.03 0.11
H 1.38124 5.18944 4.25686 0.19 0.90 -0.36 0.12
H -0.65918 4.33629 3.51952 0.19 0.71 -0.54 0.12
H -1.82906 5.26953 1.49937 0.18 0.22 0.56 0.11
O -1.20724 -4.36818 3.17769 2.63 -1.05 -0.63 0.06
N -2.23783 -3.91690 3.55404 -2.02 -0.03 -0.35 -0.36
O -2.36428 -3.25140 4.53797 -0.28 1.08 1.46 0.10
C -3.41999 -4.19052 2.71902 0.19 -0.03 0.98 -0.14
C -3.25357 -5.22030 1.80622 0.72 1.08 0.40 -0.03
C -4.20953 -5.38141 0.86221 -2.65 0.01 -0.08 -0.05
C -5.39711 -4.57095 0.97539 0.74 -0.97 -1.67 -0.04
C -5.53278 -3.62453 1.98231 -1.03 -0.27 -0.87 -0.07
C -4.55888 -3.44235 2.93715 0.76 0.06 -0.17 0.02
H -2.29978 -5.70574 1.86312 0.09 -0.52 -0.38 0.11
H -4.16872 -6.19689 0.14039 0.08 0.41 0.00 0.11
H -6.16632 -4.68903 0.15021 0.87 0.27 1.36 0.13
H -6.42603 -3.02015 1.95812 -0.13 0.09 0.29 0.11
H -4.62585 -2.72780 3.75954 0.05 -0.26 -0.37 0.10
O 2.20925 -1.49064 -3.13962 -0.42 -0.85 0.98 0.05
N 2.31631 -0.99600 -4.23262 0.07 1.31 1.09 -0.34
O 2.92275 -1.49680 -5.12232 0.59 -0.66 -1.91 0.11
C 1.77345 0.36986 -4.35587 0.43 -0.59 -0.59 -0.18
C 1.85957 0.97456 -5.58005 -0.19 0.52 -1.21 -0.01
C 1.36775 2.27758 -5.73994 0.70 -0.21 -0.62 -0.05
C 0.91721 2.93288 -4.61621 -0.30 -2.15 2.11 -0.06
C 0.84384 2.29456 -3.34672 1.31 -1.48 -0.85 0.01
C 1.33327 0.95375 -3.20908 -0.89 3.14 -1.11 0.01
H 2.34658 0.41838 -6.38120 -0.34 0.22 0.06 0.12
H 1.41142 2.81164 -6.71368 0.03 -0.60 0.81 0.12
H 0.59781 3.91253 -4.58504 -0.64 2.04 -0.53 0.07
H 0.53825 2.85173 -2.47456 -0.15 -0.06 0.04 0.09
H 1.54861 0.44916 -2.32485 -0.42 -0.48 1.54 0.08
O -2.14095 -5.41700 -4.44404 -0.85 0.75 0.40 0.06
N -1.24578 -6.01049 -3.89103 0.63 -0.22 -0.15 -0.35
O -0.61693 -6.87320 -4.45065 0.61 -0.79 -0.10 0.08
C -0.81918 -5.65866 -2.50801 -2.03 0.66 -1.32 -0.14
C -1.56066 -4.67112 -1.88044 2.10 -0.22 1.85 0.03
C -1.06884 -4.25207 -0.61352 -1.15 0.27 -0.86 -0.05
C -0.03755 -4.93173 -0.04317 1.45 -0.51 1.52 -0.10
C 0.56191 -6.00229 -0.70189 1.96 -0.31 1.81 -0.07
C 0.23613 -6.33613 -1.96655 0.45 -0.79 -0.75 -0.02
H -2.39668 -4.19897 -2.29645 -0.87 0.45 -0.78 0.09
H -1.51899 -3.40715 -0.09419 -0.09 -0.18 -0.21 0.11
H 0.43003 -4.70637 0.95041 -0.99 0.11 -0.96 0.10
H 1.41213 -6.53151 -0.19642 -0.97 0.58 -0.47 0.13
H 0.81248 -7.08090 -2.51349 -0.45 0.19 0.02 0.13
O -5.49334 -1.37191 5.28159 -0.34 -0.97 0.49 0.05
N -6.14991 -0.59458 4.61955 1.87 0.53 0.25 -0.38
O -7.33060 -0.52140 4.55748 -2.31 -0.59 0.14 0.11
C -5.39754 0.40395 3.90850 1.28 0.37 -0.56 -0.15
C -6.09708 1.34183 3.18354 2.31 0.67 0.06 0.03
C -5.30039 2.31469 2.57335 -1.39 -0.28 -0.79 -0.07
C -3.95700 2.29411 2.62348 1.89 0.63 0.05 -0.10
C -3.28443 1.37960 3.39939 1.91 -0.45 0.52 -0.06
C -3.97761 0.37795 4.00968 -1.89 -0.56 0.41 0.02
H -7.13350 1.35315 3.08549 -1.48 -0.13 0.03 0.10
H -5.68884 3.04822 1.90859 -0.90 0.48 -0.21 0.10
H -3.33937 2.97873 2.04289 -0.32 0.13 0.23 0.10
H -2.18443 1.45034 3.54064 -0.93 -0.16 -0.41 0.12
H -3.55619 -0.45464 4.56519 0.23 0.41 0.00 0.11
O 7.60568 -1.51645 0.83860 0.68 -0.27 0.29 0.10
N 6.69170 -1.36943 0.07913 -1.41 1.04 -0.65 -0.33
O 6.64392 -0.50746 -0.81085 0.43 -0.69 0.67 0.04
C 5.46927 -2.18822 0.26021 -1.06 0.86 -1.42 -0.13
C 4.39612 -1.92287 -0.64151 1.60 0.05 0.11 -0.01
C 3.25668 -2.67221 -0.61713 -0.60 -0.73 0.00 -0.04
C 3.22865 -3.69448 0.35686 0.39 0.87 -0.66 -0.06
C 4.23278 -3.92114 1.26390 0.47 0.61 1.16 -0.05
C 5.37538 -3.12476 1.24675 0.56 -0.31 -0.09 -0.01
H 4.58266 -1.21392 -1.42590 -0.15 0.33 -0.06 0.10
H 2.44975 -2.50632 -1.39665 1.15 -0.45 1.41 0.11
H 2.44060 -4.35975 0.36967 -1.69 -1.11 0.12 0.04
H 4.12628 -4.59141 2.12123 -0.19 -0.20 -0.70 0.11
H 6.21563 -3.28486 1.91073 -0.15 0.03 0.10 0.12
O 0.22325 5.60882 -2.73835 -1.18 0.29 -1.22 0.10
N 0.37666 5.29557 -1.59352 3.02 0.32 0.13 -0.34
O -0.33652 4.63455 -0.89692 -1.36 -0.33 0.31 0.07
C 1.73028 5.63259 -1.04259 0.30 0.16 -0.37 -0.14
C 2.57213 6.55911 -1.69656 -0.88 -0.37 1.43 0.00
C 3.78595 6.87181 -1.05122 0.10 -0.04 -0.98 -0.06
C 4.15034 6.13186 0.09370 -0.92 0.32 -0.40 -0.07
C 3.28941 5.16923 0.64664 2.17 0.06 0.83 -0.08
C 2.08953 4.90328 0.07261 -1.38 -0.22 -0.03 -0.03
H 2.14639 7.05834 -2.56309 0.47 0.04 0.08 0.12
H 4.43577 7.65749 -1.54609 -0.69 -1.12 0.99 0.13
H 5.05680 6.32812 0.62730 0.51 0.20 -0.02 0.10
H 3.65039 4.62647 1.54735 -0.49 0.37 -0.75 0.13
H 1.35913 4.20050 0.49188 0.44 0.23 -0.13 0.13
C 0.78582 -3.93095 6.07244 0.13 0.39 -0.29 -0.03
C 1.36578 -5.24485 5.70876 -0.29 -0.82 -1.60 -0.31
C 0.30789 -6.31443 5.43443 0.05 -1.27 -0.83 -0.05
O 0.65012 -6.85504 4.09800 -0.23 0.92 0.90 0.06
C 1.46561 -5.96983 3.48458 -0.03 -0.24 1.67 -0.57
O 1.75553 -6.02155 2.33895 0.32 0.17 -0.84 0.14
O 1.96357 -5.07418 4.37763 -0.16 -0.35 -0.13 0.06
H 0.15378 -3.56935 5.21713 0.40 -0.25 1.14 0.08
H 1.68333 -3.32395 6.17823 -0.40 0.73 0.24 0.09
H 0.25750 -4.03817 7.02748 -0.06 0.41 -0.26 0.10
H 2.15897 -5.55904 6.37990 0.04 -0.17 0.06 0.15
H -0.69651 -5.88397 5.35565 0.21 -0.05 0.09 0.12
H 0.30156 -7.19154 6.10353 0.06 0.60 -0.14 0.14
C -0.90437 -2.72287 -5.82690 0.53 -1.37 0.78 -0.02
C -1.81910 -1.59833 -5.47877 -1.56 -0.35 -2.17 -0.33
C -3.09351 -2.11519 -4.80091 1.28 1.19 0.57 -0.03
O -2.57042 -2.14116 -3.43192 -1.25 -1.01 -0.56 0.05
C -1.63614 -1.20949 -3.32787 -0.91 0.41 -0.42 -0.63
O -1.29455 -0.76131 -2.29885 1.24 0.70 2.18 0.17
O -1.23004 -0.75433 -4.51225 0.16 0.02 -0.31 0.10
H 0.01441 -2.32426 -6.23718 0.43 -0.18 0.14 0.08
H -1.32427 -3.42248 -6.53957 -0.33 0.23 -0.49 0.09
H -0.75188 -3.42184 -4.94561 0.27 1.20 -0.71 0.10
H -2.10957 -1.00771 -6.38451 0.52 -0.23 0.80 0.17
H -3.40864 -3.09149 -5.13973 -0.01 -0.18 0.23 0.13
H -3.85850 -1.34329 -4.84124 -0.31 -0.24 0.11 0.12
C 4.36638 3.34564 -2.90483 -1.45 0.96 -0.83 -0.01
C 4.93310 2.23993 -2.10657 0.60 -0.25 -0.21 -0.31
C 5.92228 2.65553 -1.02234 0.26 0.72 -0.29 -0.09
O 5.22965 2.32260 0.16821 -0.32 -0.45 0.97 0.06
C 4.10194 1.63493 -0.09836 -1.12 -0.30 0.67 -0.55
O 3.32960 1.16146 0.70824 1.32 0.71 -0.45 0.13
O 3.86756 1.57234 -1.41081 0.51 0.04 0.06 0.08
H 5.06171 3.87345 -3.53837 0.71 0.10 0.09 0.09
H 3.79210 4.10902 -2.33909 0.51 -0.52 0.13 0.09
H 3.65259 2.93962 -3.61705 -0.24 -0.20 -0.06 0.07
H 5.42049 1.49962 -2.72428 -0.08 -0.25 -0.41 0.15
H 6.08958 3.76168 -1.05026 -0.03 -0.89 0.18 0.14
H 6.88191 2.10578 -1.09178 -0.59 0.30 0.26 0.13
C 0.36494 -1.68966 2.57318 1.26 1.51 -0.32 0.01
C 0.72809 -0.32784 1.94294 2.24 -1.41 2.27 -0.32
C 0.65220 -0.27380 0.45850 2.13 2.48 -1.01 -0.04
O 0.22902 1.12997 0.30174 0.16 -0.86 -1.72 0.08
C -0.25748 1.58498 1.40370 -2.48 2.05 1.22 -0.57
O -0.92629 2.61999 1.47019 1.32 -1.52 0.26 0.08
O -0.05085 0.75305 2.44753 -0.65 0.55 -0.79 0.09
H 0.31143 -1.54541 3.66080 -0.23 -0.38 -0.34 0.09
H 1.28842 -2.22466 2.32757 -0.37 -0.71 0.27 0.09
H -0.49577 -2.16186 2.12050 -0.25 -0.05 0.10 0.06
H 1.79038 -0.08308 2.29371 -1.27 -0.39 -0.66 0.17
H -0.01763 -0.92342 -0.04758 -0.85 -0.48 -0.36 0.11
H 1.65865 -0.21582 -0.05459 -1.06 -0.82 0.81 0.13
C -3.35916 4.41498 -1.12548 0.08 -1.51 0.89 -0.01
C -3.02835 2.96835 -1.47299 -0.50 1.81 -0.57 -0.28
C -3.78540 1.98555 -0.60931 0.35 -0.11 -0.71 -0.10
O -4.14532 1.00923 -1.55918 -0.64 -0.81 -0.82 0.06
C -3.95242 1.42878 -2.84044 -0.11 0.23 0.52 -0.55
O -4.31924 0.80068 -3.78352 0.16 -0.13 -0.28 0.15
O -3.33923 2.62922 -2.88178 -0.20 -0.54 1.65 0.11
H -4.42700 4.58772 -1.14884 -0.33 -0.01 0.35 0.09
H -2.91701 5.13807 -1.75445 0.81 0.63 -0.66 0.06
H -2.91317 4.47463 -0.10617 -0.66 0.52 -0.55 0.07
H -1.99239 2.83894 -1.29505 1.16 -0.29 -0.36 0.11
H -4.68614 2.41228 -0.13698 0.40 -0.28 -0.07 0.13
H -3.08137 1.51089 0.07690 -0.45 0.19 0.36 0.13
```
Forces are in eV/Å.

=====

# 3
Density functional theory data (ωB97M-V/def2-TZVPD) for CH2BrO2S as an isolated structure at a distorted geometry.

Kohn-Sham gap	8.219	eV
maximum force	0.078	Eh/bohr
relative energy (zero: lowest compared OMol25 entry of this formula, charge and spin)	1.012	eV
energy	-3161.98751	hartree
charge	-1

```
7
Properties=species:S:1:pos:R:3:forces:R:3:lowdin_charge:R:1
C 0.37283 -0.54299 -0.31441 0.76 3.08 2.44 -0.47
O -0.13245 -2.80656 0.95295 -0.08 -0.39 1.75 -0.51
O -1.53717 -1.26621 -0.51262 0.53 -0.40 0.23 -0.53
S -0.28356 -2.15753 -0.32177 -0.57 0.08 -2.38 0.59
Br 2.70057 0.07192 0.17682 -0.15 -0.37 0.06 -0.10
H 0.69844 -0.01264 -1.20811 -0.96 -0.43 -0.05 -0.03
H 0.05523 0.12186 0.59693 0.46 -1.57 -2.06 0.06
```
Forces are in eV/Å.